# 1
DFT (wB97M-V/def2-TZVPD) results for a gas-phase ion, C11H19Br2N5O2P (charge +1).

- 2S+1 = 1
- orbital gap (eV) = 9.6
- LUMO (hartree) = -0.0959
- HOMO level (eV) = -12.22
- SMILES string = C=CCc1n(P(O)O)cc(/C(Br)=C(/C)Br)[n+]1CC(N)(N)N
- net charge = +1

Each line ends with the natural charge from an NBO analysis.
Element x y z (Å)
C 0.88 1.35 0.23  -0.252
H -1.20 -2.54 -1.32  0.272
H -1.46 2.62 0.17  0.252
N 2.87 0.21 1.29  -0.853
C 3.70 -2.29 -1.67  -0.682
C 1.67 1.02 1.51  0.388
N 2.11 2.35 2.00  -0.840
H -3.92 0.04 2.30  0.226
H 0.26 2.20 0.51  0.234
N 0.81 0.43 2.51  -0.867
H 3.04 2.21 2.39  0.387
H 3.49 -3.36 -1.78  0.256
H 4.23 -2.17 -0.72  0.246
O -3.30 -2.04 -2.34  -1.000
H -4.10 -2.20 -2.87  0.523
H 3.13 0.17 0.31  0.368
C -2.13 1.80 -0.07  -0.505
C -3.07 1.56 1.11  -0.187
C -3.01 0.50 1.93  -0.393
H 1.23 -0.38 2.95  0.374
N -0.06 0.32 -0.24  -0.299
C -1.37 0.55 -0.38  0.492
O -4.11 0.36 -2.13  -0.985
H -3.83 2.32 1.29  0.228
H 4.32 -1.95 -2.49  0.249
H -2.05 0.09 2.24  0.217
C 0.18 -0.99 -0.64  0.150
P -3.67 -0.91 -1.23  1.558
H 0.69 1.12 3.25  0.398
H -3.41 0.90 -2.51  0.504
H 2.78 -0.72 1.66  0.375
C -0.99 -1.54 -0.99  -0.034
H 1.53 1.70 -0.58  0.231
Br 2.10 -0.19 -2.92  0.100
H -2.75 2.12 -0.91  0.252
C 2.42 -1.51 -1.61  -0.026
N -1.95 -0.56 -0.84  -0.609
Br 1.70 -3.02 0.65  0.107
H 2.28 2.96 1.20  0.351
C 1.47 -1.70 -0.69  -0.202

***

# 2
DFT (wB97M-V/def2-TZVPD) results for a molecular structure, C11H19Br3N3O.

- 2S+1 = 1
- orbital gap (eV) = 6.9
- LUMO (hartree) = -0.1860
- HOMO level (eV) = -12.00
- net charge = +1

Each line ends with the natural charge from an NBO analysis.
Element x y z (Å)
N 0.82 -3.52 -0.31  -0.253
H 2.93 0.18 -2.47  0.262
H 0.98 0.39 3.18  0.226
H 0.82 1.83 -3.38  0.245
H 1.85 -2.31 -3.12  0.246
H -1.74 0.77 2.20  0.358
H 0.63 -4.45 0.12  0.442
C -0.53 0.06 -3.36  -0.073
H -0.45 -0.96 -3.89  0.186
O -1.37 0.88 -4.19  -0.541
C 0.16 0.12 2.42  -0.233
N 1.19 -3.60 -1.57  -0.115
H -2.38 1.44 -2.35  0.169
C 0.94 0.69 -3.38  -0.428
H 1.49 0.40 -4.34  0.232
Br 0.67 1.99 6.36  0.078
H -0.64 2.03 2.07  0.364
Br -2.34 2.61 7.29  0.103
C 1.86 0.32 -2.13  -0.465
H -0.25 -0.91 2.65  0.197
C -2.48 1.46 -3.47  -0.272
H 1.84 1.17 -1.36  0.236
C 1.48 -2.33 -2.03  -0.005
H -3.43 0.96 -3.87  0.200
H 0.31 -2.60 1.59  0.261
H -2.57 2.56 -3.77  0.201
C 0.80 0.30 0.97  -0.482
C 0.66 -2.43 0.52  0.038
Br -1.25 -0.41 7.29  0.083
H 1.87 0.71 1.10  0.262
H 0.27 1.08 0.32  0.248
C 0.94 -1.01 0.10  0.040
H -0.95 -0.15 -2.32  0.171
N -0.89 1.19 2.61  -0.820
C 1.43 -0.99 -1.35  0.103
C -1.16 1.33 6.44  -0.496
H -1.50 1.21 5.42  0.232

***

# 3
DFT (wB97M-V/def2-TZVPD) results for a molecular structure, C11H19CdN2OP.

- 2S+1 = 1
- orbital gap (eV) = 6.3
- LUMO (hartree) = 0.0183
- HOMO level (eV) = -5.76
- net charge = 0
- ΔE to the lowest compared entry with this formula, charge and spin (eV) = 1.5425

Each line ends with the natural charge from an NBO analysis.
Element x y z (Å)
C -1.18 -0.74 -3.82  -0.979
C -0.16 0.48 2.56  0.077
H -1.22 -2.00 4.26  0.423
C -1.62 -1.23 -0.47  0.398
C -0.55 -0.05 3.75  0.100
N -0.30 -0.54 1.64  -0.567
H 0.63 3.59 3.51  0.217
H 1.65 -1.21 -4.79  0.215
C -0.54 0.73 4.95  -0.226
H 0.58 2.17 1.42  0.263
H 1.82 0.39 -0.63  -0.706
H -0.85 0.25 5.85  0.211
P 0.35 -0.33 -3.00  0.786
H -1.99 -0.08 -3.49  0.254
H -1.47 -1.77 -3.60  0.237
H 0.00 2.06 -3.20  0.262
H 1.01 -1.68 0.07  0.001
H 2.61 -1.15 -3.28  0.261
H 1.73 1.67 -3.10  0.265
Cd 0.23 -0.19 -0.55  1.382
C -0.10 2.04 4.80  -0.210
C 0.77 1.35 -3.53  -0.951
N -0.89 -1.35 3.53  -0.517
H -0.08 2.64 5.69  0.216
H 1.01 -1.79 -0.72  -0.009
C 0.29 1.82 2.39  -0.164
H 1.39 -2.44 -3.51  0.236
H -0.91 -2.60 1.78  0.216
H -1.04 -0.62 -4.90  0.219
C 1.62 -1.38 -3.70  -0.971
C 0.30 2.58 3.58  -0.214
C -0.73 -1.62 2.24  0.214
H 0.83 1.36 -4.62  0.210
O -2.69 -1.65 -0.36  -0.518
H -0.48 1.28 -0.77  -0.632

***

# 4
DFT (wB97M-V/def2-TZVPD) results for a molecular structure, C11H19CoNSi.

- 2S+1 = 4
- orbital gap (alpha / beta) (eV) = 2.6 / 5.7
- LUMO (alpha / beta) (hartree) = 0.2125 / 0.2086
- HOMO level (alpha / beta) (eV) = 3.21 / -0.03
- net charge = -2
- ΔE to the lowest compared entry with this formula, charge and spin (eV) = 1.6610

Each line ends with the Löwdin spin population.
Element x y z (Å)
N -0.91 -1.62 0.61  0.280
C 0.03 0.22 -2.22  -0.007
C -0.57 1.21 2.29  0.020
H 1.66 -2.69 -2.10  0.007
H 0.09 2.06 2.02  0.005
H -1.15 -2.63 0.57  0.029
H -1.90 -0.42 -3.29  0.007
H -0.90 2.60 -0.54  0.001
C -3.16 -0.23 1.35  0.000
H 3.21 1.81 -0.27  0.026
H 3.75 -1.69 1.79  0.054
C 2.91 1.20 0.64  0.170
C 3.79 0.30 1.08  0.353
Si -1.53 0.51 0.85  0.004
C 4.30 -0.74 1.74  0.258
C -0.42 -2.01 -2.70  0.026
H 2.06 1.57 1.27  0.018
H -2.91 -1.10 1.99  0.002
C -1.83 2.06 -0.29  0.007
C -0.95 -0.69 -2.79  0.015
H -3.67 -0.60 0.47  -0.001
Co -0.43 -1.13 -0.98  1.598
H 0.06 0.43 2.78  0.008
C 0.91 -1.94 -2.18  0.039
H -2.49 2.78 0.27  0.002
C 1.17 -0.57 -1.80  0.018
H 2.05 -0.18 -1.26  0.007
H -2.34 1.81 -1.24  0.000
H -0.12 1.28 -2.15  0.003
H -0.92 -2.91 -3.09  0.010
H -1.30 1.60 3.05  0.004
H -3.77 0.49 1.92  0.001
H 5.30 -0.79 2.21  0.034